Record 1
The following is a quantum chemistry calculation of a 2-piece molecular cluster, C5H4O overall in a non-equilibrium geometry, from OMol25.

CARTESIAN COORDINATES (ANGSTROEM)
C  2.00664  0.59510  0.75427
C  2.29918  0.56755  -0.51801
C  0.93703  0.32841  -0.13936
C  -0.67386  -1.61353  0.23589
C  -1.49739  -1.31160  -0.93849
O  -1.74080  -0.97809  0.50494
H  2.04020  1.02459  1.72164
H  2.99820  1.00282  -1.22599
H  -1.06525  -0.43750  -1.43862
H  -2.10815  -2.02013  -1.43755

## Properties
LUMO   0.0273 Ha
Highest occupied orbital energy   -8.62 eV
Gap between HOMO and LUMO   9.36 eV
Multiplicity   1

Computed natural (NBO) charges, given in elementary charges: number 1, C, carries -0.192; number 2, C, carries -0.182; number 3, C, carries -0.062; number 4, C, carries 0.289; number 5, C, carries -0.305; number 6, O, carries -0.428; number 7, H, carries 0.232; number 8, H, carries 0.230; number 9, H, carries 0.219; number 10, H, carries 0.198



Record 2
The following is a quantum chemistry calculation of C21H36P2PdS as an isolated structure in a non-equilibrium geometry, from OMol25.

CARTESIAN COORDINATES (ANGSTROEM)
P  2.51893  0.19626  0.93193
P  -1.14920  -2.36562  0.50508
C  0.84975  -0.21223  0.30652
C  -0.04802  -1.04575  1.25749
H  1.07464  -0.80138  -0.60260
H  0.34843  0.72731  -0.01919
H  0.56871  -1.58660  2.00556
H  -0.71647  -0.36682  1.81930
C  -1.62460  -1.63676  -1.07994
H  -1.94903  -2.41424  -1.78924
H  -0.75997  -1.11805  -1.51839
H  -2.43390  -0.91110  -0.92373
C  -2.59303  -2.54037  1.53883
H  -3.39875  -1.94086  1.10353
H  -2.35105  -2.17263  2.54124
H  -2.89739  -3.59022  1.59848
C  3.45766  1.01988  -0.35973
H  4.51129  0.71706  -0.29790
H  3.39551  2.10953  -0.23854
H  3.06368  0.74347  -1.34649
C  2.68608  1.12730  2.46305
H  1.86681  0.89510  3.15863
H  2.68858  2.20757  2.25828
H  3.64376  0.86822  2.94743
Pd  -1.41534  2.26345  -1.36683
C  -3.33812  2.75231  -0.83853
C  -3.21049  2.63618  -2.24390
C  -3.02359  3.84157  -3.13125
C  -1.86534  4.76906  -2.68423
C  -0.77548  4.12352  -1.85252
C  -0.79101  3.95566  -0.44269
C  -1.90882  4.47150  0.42180
C  -3.33185  4.05772  -0.06361
C  3.17929  -1.47178  1.18690
H  -3.84927  1.90783  -0.34470
H  -3.64789  1.75282  -2.71856
H  -3.93889  4.44300  -3.23436
H  -2.80358  3.43244  -4.12958
H  -1.35227  5.06321  -3.61124
H  -2.25804  5.68424  -2.21930
H  0.22309  4.11137  -2.31259
H  0.16508  3.73160  0.05220
H  -1.86193  5.56412  0.52544
H  -1.77164  4.04006  1.42587
H  -3.93617  3.88171  0.84312
H  -3.80985  4.89281  -0.60375
H  2.74270  -1.90501  2.09814
H  4.26784  -1.45268  1.29479
H  2.90929  -2.11722  0.33470
S  -0.78350  -4.36348  -0.10674
C  0.90336  -4.60239  0.32239
C  1.26448  -4.76357  1.67180
C  2.45498  -5.42717  1.96588
C  3.30088  -5.84671  0.93196
C  2.99491  -5.54155  -0.40038
C  1.81914  -4.87450  -0.70535
H  0.57188  -4.42773  2.43874
H  2.71291  -5.62860  3.00584
H  4.21138  -6.40337  1.17060
H  3.66573  -5.84099  -1.21161
H  1.53372  -4.61846  -1.72803

## Properties
LUMO (spin up / spin down)   -0.1934 / -0.3493 Ha
Highest occupied orbital energy (spin up / spin down)   -9.55 / -14.45 eV
Gap between HOMO and LUMO (spin up / spin down)   4.28 / 4.95 eV
Net charge   +2
Multiplicity   5

Computed natural (NBO) charges, given in elementary charges: number 1, P, carries 1.566; number 2, P, carries 1.074; number 3, C, carries -0.790; number 4, C, carries -0.750; number 5, H, carries 0.239; number 6, H, carries 0.220; number 7, H, carries 0.230; number 8, H, carries 0.257; number 9, C, carries -0.977; number 10, H, carries 0.269; number 11, H, carries 0.260; number 12, H, carries 0.272; number 13, C, carries -0.975; number 14, H, carries 0.265; number 15, H, carries 0.271; number 16, H, carries 0.274; number 17, C, carries -0.972; number 18, H, carries 0.280; number 19, H, carries 0.280; number 20, H, carries 0.277; number 21, C, carries -0.976; number 22, H, carries 0.279; number 23, H, carries 0.281; number 24, H, carries 0.285; number 25, Pd, carries 0.319; number 26, C, carries -0.213; number 27, C, carries -0.311; number 28, C, carries -0.443; number 29, C, carries -0.451; number 30, C, carries -0.352; number 31, C, carries -0.218; number 32, C, carries -0.447; number 33, C, carries -0.456; number 34, C, carries -0.968; number 35, H, carries 0.229; number 36, H, carries 0.238; number 37, H, carries 0.239; number 38, H, carries 0.225; number 39, H, carries 0.240; number 40, H, carries 0.225; number 41, H, carries 0.230; number 42, H, carries 0.223; number 43, H, carries 0.247; number 44, H, carries 0.220; number 45, H, carries 0.240; number 46, H, carries 0.235; number 47, H, carries 0.262; number 48, H, carries 0.273; number 49, H, carries 0.261; number 50, S, carries 0.384; number 51, C, carries -0.217; number 52, C, carries -0.189; number 53, C, carries -0.209; number 54, C, carries -0.113; number 55, C, carries -0.175; number 56, C, carries -0.201; number 57, H, carries 0.235; number 58, H, carries 0.252; number 59, H, carries 0.252; number 60, H, carries 0.253; number 61, H, carries 0.244



Which energy relative to the best compared isomer or geometry (same formula, charge and spin) belongs to each record? In order, 161.3 18.8 kcal/mol.
Which calculated total energy belongs to each record? In order, -7288.7120 -55232.0136 eV.